Version A
Below is a cluster of 2 separate species, H4NS in total, with properties calculated with ωB97M-V/def2-TZVPD.

Cartesian coordinates (Å):
N1 1.22 -0.73 0.07
H1 1.38 -1.09 -0.88
H2 1.62 0.20 0.05
H3 0.22 -0.53 0.08
S1 -1.74 1.08 -0.11
H4 -2.70 1.07 0.79

Results
Net charge: -1
Frontier orbital gap: 0.2718 Ha
HOMO level: -2.6 eV

Version B
Below is a cluster of 2 separate species, H4NS in total, with properties calculated with ωB97M-V/def2-TZVPD.

Cartesian coordinates (Å):
N1 0.39 1.19 -0.48
H1 1.07 0.44 -0.39
H2 -0.46 0.64 -0.29
H3 0.54 1.94 0.17
S1 -0.63 -1.45 0.48
H4 -0.90 -2.76 0.50

Results
Net charge: -1
Frontier orbital gap: 0.2768 Ha
HOMO level: -2.6 eV

The structure with the least stability is version B.

Version A
Below is a structure of composition C4H6S, with properties calculated with ωB97M-V/def2-TZVPD.

Cartesian coordinates (Å):
C1 -0.11 0.95 -0.85
C2 -0.23 1.03 0.65
C3 -0.14 -1.84 0.17
C4 -0.53 -0.43 0.41
S1 -1.91 -1.55 0.31
H1 -0.93 1.36 -1.50
H2 0.68 0.50 -1.34
H3 0.54 1.33 1.36
H4 -1.00 1.70 0.77
H5 0.30 -1.96 -0.82
H6 0.48 -2.44 0.92

Results
Frontier orbital gap: 0.3215 Ha
HOMO level: -7.8 eV

Version B
Below is a structure of composition C4H6S, with properties calculated with ωB97M-V/def2-TZVPD.

Cartesian coordinates (Å):
C1 0.77 1.14 0.20
C2 -0.27 0.70 0.90
C3 0.59 0.07 -0.84
C4 -0.78 -0.23 -0.27
S1 -1.16 -1.90 0.26
H1 1.60 1.83 0.38
H2 -0.71 1.02 1.83
H3 0.67 0.35 -1.83
H4 1.06 -0.92 -0.67
H5 -1.76 0.16 -0.78
H6 -0.01 -2.23 0.82

Results
Frontier orbital gap: 0.3638 Ha
HOMO level: -8.9 eV

The structure with the least stability is version A.

Version A
Below is the molecule C4H6S, with properties calculated with ωB97M-V/def2-TZVPD.

Cartesian coordinates (Å):
C1 -0.82 -0.80 -0.41
C2 -1.10 0.44 -0.51
C3 0.06 -1.97 -0.58
C4 -0.81 1.80 -0.95
S1 -1.95 -0.19 1.08
H1 -0.35 -2.82 -0.05
H2 1.15 -1.79 -0.24
H3 0.04 -2.12 -1.64
H4 -1.59 2.21 -1.63
H5 0.14 1.67 -1.48
H6 -0.55 2.54 -0.14

Results
Frontier orbital gap: 0.3103 Ha
Structure (SMILES): CC1=C(C)S1
HOMO level: -7.6 eV

Version B
Below is a structure of composition C4H6S, with properties calculated with ωB97M-V/def2-TZVPD.

Cartesian coordinates (Å):
C1 -1.17 -0.04 0.90
C2 -0.12 0.09 0.09
C3 0.19 -1.36 -0.14
C4 0.60 1.26 -0.46
S1 -1.23 -1.81 0.94
H1 -1.83 0.63 1.40
H2 0.05 -1.72 -1.16
H3 1.14 -1.72 0.26
H4 1.65 1.25 -0.15
H5 0.14 2.18 -0.12
H6 0.59 1.24 -1.55

Results
Frontier orbital gap: 0.3323 Ha
HOMO level: -8.0 eV

The structure with the least stability is version A.

Version A
Below is a cluster of 2 separate species, C10H15NO2 in total, with properties calculated with ωB97M-V/def2-TZVPD.

Cartesian coordinates (Å):
C1 -0.01 0.20 -3.22
C2 0.98 -0.56 -2.29
C3 0.76 1.27 -3.94
O1 1.49 1.02 -4.88
N1 0.78 2.50 -3.34
H1 -0.37 -0.57 -3.90
H2 -0.90 0.52 -2.68
H3 0.62 -0.58 -1.26
H4 1.58 3.08 -3.53
H5 0.28 2.78 -2.51
H6 1.90 0.01 -2.21
H7 1.18 -1.57 -2.61
C4 1.17 1.19 2.89
C5 -1.12 -1.81 2.94
C6 -1.85 -1.66 1.77
C7 -0.24 -0.83 3.34
C8 0.18 0.16 2.45
C9 -1.47 -0.69 0.87
C10 -0.46 0.20 1.22
O2 -2.75 -2.62 1.34
H8 -1.35 -2.64 3.61
H9 0.18 -0.90 4.34
H10 -1.98 -0.49 -0.05
H11 -2.82 -3.28 2.06
H12 1.32 1.96 2.14
H13 2.16 0.73 3.05
H14 -0.21 1.00 0.52
H15 0.96 1.61 3.87

Results
Frontier orbital gap: 0.3400 Ha
Structure (SMILES): Cc1ccc(O)cc1.CCC(N)=O
HOMO level: -8.6 eV

Version B
Below is a cluster of 2 separate species, C10H15NO2 in total, with properties calculated with ωB97M-V/def2-TZVPD.

Cartesian coordinates (Å):
C1 -1.36 -1.40 0.06
C2 -2.15 -2.53 0.60
C3 -0.60 -1.51 -1.26
O1 -1.08 -1.36 -2.36
N1 0.70 -1.91 -1.07
H1 -2.24 -0.68 0.06
H2 -0.73 -1.10 0.86
H3 -3.07 -2.04 1.03
H4 -1.50 -3.26 1.19
H5 1.35 -2.19 -1.78
H6 0.98 -2.19 -0.19
H7 -2.73 -3.01 -0.22
C4 -1.53 2.19 -0.38
C5 1.35 0.49 1.49
C6 2.33 0.89 0.64
C7 0.11 1.08 1.19
C8 -0.13 1.73 -0.01
C9 2.15 1.50 -0.60
C10 0.85 1.89 -0.95
O2 3.54 0.37 1.09
H8 1.72 -0.16 2.25
H9 -0.68 1.14 2.00
H10 3.20 1.68 -1.29
H11 4.18 1.06 1.04
H12 -1.37 3.26 -0.85
H13 -2.12 2.24 0.48
H14 0.70 2.38 -1.95
H15 -1.85 1.45 -1.07

Results
Frontier orbital gap: 0.3437 Ha
Structure (SMILES): Cc1ccc(O)cc1.CCC(N)=O
HOMO level: -8.6 eV

Version C
Below is a cluster of 2 separate species, C10H15NO2 in total, with properties calculated with ωB97M-V/def2-TZVPD.

Cartesian coordinates (Å):
C1 0.14 -2.32 0.57
C2 0.65 -3.17 1.72
C3 1.24 -1.50 -0.07
O1 2.32 -1.22 0.42
N1 1.04 -1.29 -1.41
H1 -0.42 -2.86 -0.18
H2 -0.66 -1.74 1.00
H3 1.55 -3.74 1.53
H4 1.78 -0.96 -1.98
H5 0.29 -1.79 -1.87
H6 -0.13 -3.85 2.07
H7 0.93 -2.59 2.61
C4 0.84 3.18 -1.67
C5 -2.00 0.99 -0.44
C6 -1.18 1.73 -1.27
C7 -1.53 0.66 0.83
C8 0.08 2.16 -0.86
C9 -0.27 1.01 1.26
C10 0.56 1.67 0.34
O2 -2.33 -0.06 1.69
H8 -3.05 0.87 -0.66
H9 -1.56 2.10 -2.23
H10 -3.24 -0.10 1.35
H11 0.17 0.70 2.19
H12 1.43 2.69 -2.45
H13 1.56 3.74 -1.07
H14 1.59 1.73 0.63
H15 0.18 3.95 -2.07

Results
Frontier orbital gap: 0.3335 Ha
Structure (SMILES): Cc1ccc(O)cc1.CCC(N)=O
HOMO level: -8.4 eV

The structure with the least stability is version B.